1.
Density functional theory data (wB97M-V/def2-TZVPD) for a cluster of 3 separate species, C15H36FINO6P in total.

XYZ file:
```
61
C15H36FINO6P, DFT wB97M-V/def2-TZVPD
C -0.58 -5.38 0.62
O 0.57 -5.41 1.42
C 1.34 -4.23 1.30
C 2.39 -4.16 2.37
O 1.90 -3.70 3.62
C 1.25 -4.67 4.43
C 2.19 -5.55 5.21
O 2.71 -6.58 4.38
C 3.78 -7.26 4.99
H -0.33 -5.27 -0.44
H -1.11 -6.32 0.75
H -1.25 -4.56 0.91
H 0.69 -3.35 1.37
H 1.82 -4.22 0.31
H 3.13 -3.41 2.06
H 2.91 -5.12 2.47
H 0.56 -5.28 3.83
H 0.66 -4.09 5.15
H 1.64 -6.01 6.05
H 3.01 -4.94 5.61
H 4.62 -6.58 5.19
H 4.11 -8.04 4.31
H 3.47 -7.72 5.94
C 0.30 1.57 -3.23
O -0.17 2.79 -3.74
C -1.51 3.04 -3.36
C -1.88 4.48 -3.62
O -1.43 5.37 -2.61
C -0.08 5.78 -2.69
C 0.16 6.89 -3.69
O 0.22 6.38 -5.00
C 0.19 7.40 -5.97
H -0.30 0.72 -3.58
H 1.33 1.44 -3.57
H 0.29 1.58 -2.13
H -1.64 2.82 -2.29
H -2.18 2.38 -3.94
H -2.97 4.55 -3.59
H -1.54 4.79 -4.61
H 0.58 4.94 -2.90
H 0.16 6.17 -1.70
H 1.11 7.39 -3.44
H -0.65 7.63 -3.60
H -0.75 7.97 -5.92
H 0.26 6.93 -6.95
H 1.02 8.10 -5.85
N -2.24 2.88 0.88
P -2.64 2.16 2.40
I -4.92 1.39 1.86
C -1.77 0.50 2.40
C -1.16 -0.13 1.14
C -2.02 -0.16 -0.11
F -1.72 -1.29 -0.85
H -1.26 2.73 0.63
H -2.83 2.52 0.14
H -2.46 -0.20 2.86
H -0.96 0.66 3.12
H -0.18 0.32 0.93
H -0.95 -1.18 1.38
H -1.80 0.70 -0.75
H -3.08 -0.17 0.12
```

Output
HOMO: -0.324 Eh
gap between HOMO and LUMO: 0.3262 Ha
DFT total energy: -1838.12750 Ha

***

2.
Density functional theory data (wB97M-V/def2-TZVPD) for a structure of composition C29H30ClGaIN6O2.

XYZ file:
```
70
C29H30ClGaIN6O2, DFT wB97M-V/def2-TZVPD
Ga 0.22 0.15 0.40
C -3.83 -1.04 1.35
C -2.60 -0.38 0.82
N -1.45 -0.53 1.35
N -1.24 -1.35 2.41
C 0.07 -1.37 2.67
O 0.94 -0.67 2.04
C 0.54 -2.25 3.76
C -0.29 -3.24 4.28
C 0.18 -4.07 5.28
C 1.47 -3.91 5.77
C 2.30 -2.92 5.25
C 1.83 -2.10 4.24
C -2.58 0.47 -0.40
C -3.72 1.00 -0.97
C -3.60 1.81 -2.09
C -2.34 2.07 -2.61
C -1.24 1.51 -1.98
N -1.37 0.73 -0.91
H -3.58 -2.03 1.71
H -4.61 -1.11 0.59
H -4.23 -0.48 2.20
H -1.30 -3.35 3.89
H -0.46 -4.85 5.69
H 1.83 -4.56 6.56
H 3.30 -2.80 5.63
H 2.47 -1.33 3.81
H -4.69 0.79 -0.55
H -4.48 2.23 -2.56
H -2.21 2.68 -3.50
H -0.23 1.66 -2.35
Cl 4.29 -5.10 -1.20
C 3.57 -3.53 -1.01
C 4.35 -2.42 -1.06
C 3.79 -1.13 -0.91
I 5.00 0.55 -0.97
C 2.44 -0.96 -0.73
O 1.83 0.22 -0.59
C 1.63 -2.13 -0.68
N 0.30 -1.91 -0.48
C -0.51 -2.95 -0.42
C -0.06 -4.27 -0.56
C 1.27 -4.51 -0.74
C 2.17 -3.42 -0.81
H 5.41 -2.52 -1.22
H -1.57 -2.74 -0.26
H -0.78 -5.08 -0.51
H 1.65 -5.52 -0.83
C -1.79 5.72 1.69
C -0.79 4.98 2.57
N -0.53 3.61 2.12
C -1.44 2.58 2.63
C -0.89 1.88 3.86
C 0.46 3.31 1.27
C 1.42 4.42 0.91
N 0.62 2.13 0.72
H -1.98 6.72 2.08
H -2.74 5.18 1.65
H -1.41 5.81 0.67
H -1.18 4.91 3.59
H 0.15 5.53 2.64
H -1.66 1.88 1.83
H -2.38 3.08 2.86
H 0.04 1.38 3.64
H -1.61 1.14 4.23
H -0.72 2.61 4.66
H 1.95 4.76 1.81
H 0.90 5.28 0.48
H 2.15 4.06 0.20
H 1.45 2.15 0.14
```

Output
HOMO: -0.375 Eh
charge: +1
gap between HOMO and LUMO: 0.2474 Ha
DFT total energy: -4284.74311 Ha

***

> The highest gap between HOMO and LUMO belongs to which entry?

C15H36FINO6P

***

> DFT total energy of number 1 (C15H36FINO6P)?

-1838.12750 Ha